Version A
C4H9NO3 | ωB97M-V/def2-TZVPD

Each line ends with the natural charge from an NBO analysis.
Element x y z (Å)
C 1.773 -1.304 -0.114  0.335
O -0.275 -1.406 0.084  -0.807
O 1.971 -0.581 -1.095  -0.682
H 0.622 0.282 -1.488  0.524
H -0.536 -1.936 -0.681  0.471
H 1.839 -0.907 0.909  0.126
H 1.868 -2.396 -0.189  0.121
C -0.846 0.144 -0.261  0.656
N -2.235 0.145 -0.270  -0.821
C -0.290 0.887 0.916  -0.259
C 0.560 1.891 0.806  -0.346
O -0.373 0.452 -1.482  -0.720
H -2.643 -0.239 -1.113  0.388
H -2.669 -0.184 0.583  0.387
H -0.614 0.512 1.878  0.212
H 0.890 2.250 -0.159  0.211
H 0.957 2.389 1.678  0.204

Computed properties:
HOMO-LUMO gap: 10.54 eV
Multiplicity: 1
SMILES: C=CC(N)(O)O.C=O
Net charge: 0



Version B
C4H9NO3 | ωB97M-V/def2-TZVPD

Each line ends with the natural charge from an NBO analysis.
Element x y z (Å)
C 1.020 0.815 0.672  -0.247
C 0.573 -0.593 0.547  0.064
C -0.634 -0.871 -0.313  -0.504
C -1.901 -0.182 0.201  0.790
H 0.849 2.462 -0.537  0.356
H 1.655 1.024 -1.434  0.369
H 0.474 1.473 1.414  0.226
H 2.018 0.989 0.760  0.195
H 0.296 -1.058 1.387  0.187
H 2.417 -1.622 0.676  0.468
H -0.717 -1.863 -0.397  0.231
H -0.540 -0.229 -1.421  0.246
H -2.956 -0.656 -1.471  0.505
N 0.783 1.528 -0.780  -0.872
O 1.604 -1.448 -0.080  -0.738
O -2.933 -0.163 -0.539  -0.656
O -2.009 0.393 1.316  -0.622

Computed properties:
HOMO-LUMO gap: 10.03 eV
Multiplicity: 1
SMILES: NC[C@H](O)CC(=O)O
Net charge: 0



Most stable: version A. Least stable: version B.



Version A
C4H9NO3 | ωB97M-V/def2-TZVPD

Each line ends with the natural charge from an NBO analysis.
Element x y z (Å)
C 0.284 1.412 -1.177  0.525
N -0.253 0.300 -0.629  -0.445
C -0.174 -0.977 -1.318  -0.415
C -1.276 0.486 0.386  -0.335
C -0.655 0.757 1.739  0.430
O -0.967 0.138 2.722  -0.506
O 0.064 2.536 -0.769  -0.613
H 0.946 1.256 -2.038  0.125
H -0.190 -1.783 -0.587  0.225
H -0.970 -1.128 -2.057  0.193
H 0.772 -1.052 -1.864  0.220
H -1.878 -0.407 0.452  0.225
H -1.927 1.313 0.105  0.239
H 0.124 1.539 1.780  0.130
H 1.763 -0.803 0.744  0.467
H 2.169 -1.911 1.724  0.476
O 2.166 -1.677 0.788  -0.942

Computed properties:
HOMO-LUMO gap: 10.37 eV
Multiplicity: 1
SMILES: CN(C=O)CC=O.O
Net charge: 0



Version B
C4H9NO3 | ωB97M-V/def2-TZVPD

Each line ends with the natural charge from an NBO analysis.
Element x y z (Å)
C 1.918 -1.357 -0.686  -0.276
C 2.213 0.601 0.748  0.688
O 2.372 -0.756 0.520  -0.510
O 1.856 1.389 -0.086  -0.625
H 2.846 0.876 1.606  0.136
H 0.943 -1.787 -0.430  0.205
H 1.805 -0.764 -1.596  0.194
H 2.648 -2.143 -0.884  0.193
C -2.746 -0.144 0.297  -0.713
C -1.278 0.220 0.300  0.672
N -1.004 1.354 -0.366  -0.827
O -0.483 -0.324 1.076  -0.642
H -1.705 1.910 -0.822  0.389
H -0.041 1.590 -0.570  0.431
H -2.894 -1.130 0.726  0.239
H -3.148 -0.124 -0.714  0.214
H -3.301 0.590 0.879  0.233

Computed properties:
HOMO-LUMO gap: 10.62 eV
Multiplicity: 1
SMILES: CC(N)=O.COC=O
Net charge: 0



Version C
C4H9NO3 | ωB97M-V/def2-TZVPD

Each line ends with the natural charge from an NBO analysis.
Element x y z (Å)
C 0.143 2.262 0.088  0.520
N -0.281 1.051 -0.347  -0.444
C 0.506 0.205 -1.199  -0.432
C -1.589 0.590 0.072  -0.354
C -1.590 -0.671 0.908  0.440
O -2.614 -1.232 1.158  -0.501
O -0.522 2.973 0.823  -0.616
H 1.044 2.746 -0.297  0.141
H -0.108 -0.556 -1.689  0.216
H 0.905 0.703 -2.090  0.211
H 1.360 -0.304 -0.758  0.211
H -2.279 0.523 -0.770  0.224
H -1.992 1.369 0.726  0.283
H -0.595 -0.972 1.284  0.100
H 2.539 -3.657 0.471  0.473
H 2.281 -2.317 1.177  0.468
O 2.792 -2.714 0.440  -0.939

Computed properties:
HOMO-LUMO gap: 10.07 eV
Multiplicity: 1
SMILES: CN(C=O)CC=O.O
Net charge: 0



Most stable: version B. Least stable: version C.



Version A
C4H9NO3 | ωB97M-V/def2-TZVPD

Each line ends with the natural charge from an NBO analysis.
Element x y z (Å)
C 1.330 0.632 0.103  -0.634
C 0.101 -0.261 0.054  -0.050
C -0.162 -0.369 -1.552  -0.628
C -1.063 0.463 0.936  -0.006
H 2.399 -0.084 -0.159  0.241
H 1.776 1.203 1.109  0.253
H 1.232 1.513 -0.633  0.249
H -0.400 0.767 -1.773  0.208
H -0.944 -1.113 -2.151  0.258
H 1.108 -0.663 -1.874  0.268
H -0.917 0.295 2.187  0.168
H -2.156 -0.051 0.637  0.135
H -2.647 1.726 0.825  0.480
N 0.360 -1.542 0.454  0.439
O -1.314 1.678 0.646  -0.676
O 0.996 -2.154 -0.569  -0.354
O 0.299 -2.040 1.762  -0.351

Computed properties:
HOMO-LUMO gap: 8.71 eV
Multiplicity: 1
Net charge: 0



Version B
C4H9NO3 | ωB97M-V/def2-TZVPD

Each line ends with the natural charge from an NBO analysis.
Element x y z (Å)
O 0.807 0.188 2.573  -0.499
C -0.207 -0.408 2.156  0.459
C -0.999 -0.102 0.364  0.192
C 0.164 0.184 -0.473  -0.100
C 0.999 -0.810 -0.837  -0.146
O -0.476 -2.979 -1.384  -0.927
N -1.316 0.247 1.589  -0.414
H -0.293 -1.508 2.296  0.154
H -1.746 -0.840 0.059  0.297
H 2.104 -0.673 -1.125  0.278
H 0.279 1.051 -1.123  0.345
H 0.510 -1.774 -0.977  0.321
H -0.244 3.023 1.043  0.014
H 0.259 2.523 1.194  -0.012
H 0.107 3.105 -2.101  0.449
H -0.435 -3.773 -1.806  0.440
O 0.486 2.546 -1.449  -0.852

Computed properties:
HOMO-LUMO gap: 4.38 eV
Multiplicity: 1
Net charge: 0



Most stable: version A. Least stable: version B.



Version A
C4H9NO3 | ωB97M-V/def2-TZVPD

Each line ends with the natural charge from an NBO analysis.
Element x y z (Å)
O 0.499 1.541 -2.302  -0.693
C 1.025 0.665 -1.328  0.481
O 2.101 0.932 -0.848  -0.466
C -0.093 0.291 -0.032  -0.048
C 0.053 -1.159 0.458  -0.429
C -1.014 -1.618 1.438  -0.054
O -0.852 -0.962 2.677  -0.740
N -1.349 0.482 -0.439  -0.532
H 0.971 -0.339 -1.816  0.174
H 0.199 0.997 0.741  0.217
H 0.993 -1.261 1.011  0.230
H 0.103 -1.881 -0.355  0.221
H -0.872 -2.701 1.497  0.169
H -1.996 -1.319 1.070  0.178
H -1.594 -1.062 3.276  0.479
H -0.453 1.506 -2.119  0.477
H -1.663 1.367 -0.033  0.336

Computed properties:
HOMO-LUMO gap: 7.90 eV
Multiplicity: 1
Net charge: 0



Version B
C4H9NO3 | ωB97M-V/def2-TZVPD

Each line ends with the natural charge from an NBO analysis.
Element x y z (Å)
C -0.082 -0.415 -0.037  0.154
C 1.075 -0.422 -1.009  -0.635
C -1.505 -0.494 -0.536  -0.624
N -0.134 1.790 0.352  -0.521
C 0.148 -0.020 1.273  0.884
O 0.157 -2.160 0.726  -0.943
O 1.167 2.351 0.540  -0.611
O 0.422 0.130 2.377  -0.386
H -0.622 -2.425 1.238  0.441
H 1.177 2.580 1.478  0.468
H -0.283 1.933 -0.647  0.319
H 0.747 0.026 -1.947  0.223
H 1.369 -1.456 -1.177  0.268
H 1.922 0.150 -0.634  0.250
H -1.746 0.376 -1.148  0.227
H -1.591 -1.401 -1.132  0.255
H -2.220 -0.544 0.283  0.233

Computed properties:
HOMO-LUMO gap (alpha / beta): 8.23 / 8.23 eV
Multiplicity: 1
Net charge: 0



Version C
C4H9NO3 | ωB97M-V/def2-TZVPD

Each line ends with the natural charge from an NBO analysis.
Element x y z (Å)
O -1.992 -0.615 2.294  -0.615
C -1.361 -0.604 1.253  0.517
N -0.718 0.523 0.831  -0.625
C 0.077 0.814 -0.362  -0.092
C 1.591 0.941 0.153  -0.071
O 2.639 0.364 -0.616  -0.706
C -0.060 -0.080 -1.605  -0.066
O -0.611 -1.369 -1.406  -0.719
H -1.257 -1.468 0.638  0.150
H -0.893 1.323 1.420  0.401
H -0.176 1.822 -0.655  0.201
H 1.796 2.006 0.279  0.158
H 1.618 0.441 1.113  0.190
H 2.455 0.482 -1.553  0.456
H -0.649 0.421 -2.381  0.181
H 0.912 -0.157 -2.066  0.158
H 0.054 -2.039 -1.579  0.482

Computed properties:
HOMO-LUMO gap: 9.85 eV
Multiplicity: 1
SMILES: O=CNC(CO)CO
Net charge: 0



Most stable: version C. Least stable: version B.



Version A
C4H9NO3 | ωB97M-V/def2-TZVPD

Each line ends with the natural charge from an NBO analysis.
Element x y z (Å)
C -1.431 0.739 -0.067  -0.228
C -0.001 1.201 -0.365  -0.461
C 0.845 1.791 0.874  -0.054
O 2.151 1.674 0.596  -0.707
N -1.512 -0.685 -0.371  -0.669
C -0.418 -1.491 -0.383  0.870
O 0.366 -1.691 0.724  -0.668
O -0.278 -2.201 -1.378  -0.594
H -2.253 1.353 -0.465  0.224
H -1.449 0.919 1.097  0.156
H 0.647 0.324 -0.745  0.229
H -0.020 1.940 -1.217  0.217
H 0.440 2.807 1.256  0.174
H 0.913 1.045 1.766  0.151
H 2.495 2.581 0.441  0.472
H -2.306 -0.933 -0.809  0.404
H 0.227 -0.927 1.383  0.485

Computed properties:
HOMO-LUMO gap: 9.86 eV
Multiplicity: 1
SMILES: O=C(O)NCCCO
Net charge: 0



Version B
C4H9NO3 | ωB97M-V/def2-TZVPD

Each line ends with the natural charge from an NBO analysis.
Element x y z (Å)
C 0.826 0.078 -0.176  -0.178
C 0.373 0.856 1.050  0.787
C -0.439 -0.816 -0.270  0.084
C -1.710 0.076 -0.217  -0.666
H 2.775 -0.183 -0.187  0.365
H 1.822 -1.474 -0.373  0.375
H 0.880 0.577 -1.121  0.185
H -0.665 -1.529 0.550  0.214
H -0.580 -1.318 -2.178  0.458
H -1.873 0.556 0.748  0.237
H -1.363 0.964 -0.794  0.187
H -2.745 -0.288 -0.535  0.241
H 0.427 2.423 1.705  0.489
N 1.947 -0.619 0.100  -0.801
O -0.056 0.382 2.119  -0.609
O -0.476 -1.752 -1.369  -0.721
O 0.857 2.066 0.949  -0.647

Computed properties:
HOMO-LUMO gap: 10.43 eV
Multiplicity: 1
SMILES: C[C@@H](O)[C@H](N)C(=O)O
Net charge: 0



Version C
C4H9NO3 | ωB97M-V/def2-TZVPD

Each line ends with the natural charge from an NBO analysis.
Element x y z (Å)
C 1.638 0.269 0.122  0.804
C 2.087 -1.140 -0.179  -0.740
C -1.441 -0.056 0.295  0.673
C -1.360 1.407 -0.143  -0.755
H 0.607 1.071 1.464  0.494
H 2.615 -1.099 -1.117  0.237
H 2.553 -1.478 0.873  0.256
H 1.204 -1.794 -0.180  0.251
H -1.811 -1.958 -0.401  0.407
H -1.919 -0.707 -1.643  0.400
H -1.687 2.025 0.687  0.236
H -1.913 1.631 -1.044  0.219
H -0.319 1.685 -0.337  0.267
N -1.678 -0.972 -0.691  -0.841
O 1.578 1.218 -0.566  -0.604
O 1.162 0.272 1.393  -0.684
O -1.317 -0.374 1.465  -0.618

Computed properties:
HOMO-LUMO gap: 10.69 eV
Multiplicity: 1
SMILES: CC(=O)O.CC(N)=O
Net charge: 0



Most stable: version C. Least stable: version A.



Version A
C3H9N | ωB97M-V/def2-TZVPD

Each line ends with the natural charge from an NBO analysis.
Element x y z (Å)
C -1.758 -1.566 2.787  -0.384
C -0.839 -1.246 1.880  -0.386
H -2.072 -0.752 3.435  0.183
H -2.219 -2.499 3.059  0.197
H -0.622 -0.205 1.697  0.198
H -0.339 -1.990 1.272  0.190
C 1.090 0.536 -2.032  -0.422
N 1.221 1.983 -2.031  -0.836
H 0.136 0.233 -1.601  0.201
H 1.436 0.066 -2.955  0.172
H 1.768 0.116 -1.278  0.186
H 0.527 2.479 -2.579  0.351
H 2.085 2.256 -2.448  0.347

Computed properties:
HOMO-LUMO gap: 10.39 eV
Multiplicity: 1
SMILES: C=C.CN
Net charge: 0



Version B
C3H9N | ωB97M-V/def2-TZVPD

Each line ends with the natural charge from an NBO analysis.
Element x y z (Å)
C 0.612 0.780 1.472  -0.869
N 1.604 0.182 -1.416  -0.407
C 1.830 -0.917 -0.616  -0.202
C 0.454 -0.278 -1.500  -0.011
H 0.065 0.764 0.547  0.221
H 1.092 1.771 1.455  0.217
H -0.051 0.730 2.337  0.212
H 2.350 -1.761 -1.066  0.186
H 1.465 0.137 1.663  0.215
H 1.166 -1.232 0.177  0.228
H -5.207 -0.396 -0.310  0.000
H -5.450 0.300 -0.236  0.000
H 0.070 -0.078 -2.507  0.211

Computed properties:
HOMO-LUMO gap: 9.64 eV
Multiplicity: 1
SMILES: C1=NC1.[H][H].C
Net charge: 0



Most stable: version A. Least stable: version B.



Version A
C3H9N | ωB97M-V/def2-TZVPD

Each line ends with the natural charge from an NBO analysis.
Element x y z (Å)
C -0.563 0.794 -1.051  -0.425
N 0.097 0.414 0.273  -0.449
C -0.826 -0.466 1.113  -0.429
C 1.406 -0.232 -0.042  -0.428
H -0.955 1.797 -0.993  0.204
H -1.324 0.077 -1.346  0.175
H 0.086 0.656 -1.841  0.191
H -0.958 -1.398 0.580  0.171
H -0.382 -0.503 2.165  0.207
H -1.878 -0.055 1.314  0.205
H 1.917 -0.613 0.926  0.200
H 2.143 0.552 -0.341  0.208
H 1.238 -1.023 -0.759  0.170

Computed properties:
HOMO-LUMO gap: 9.63 eV
Multiplicity: 1
SMILES: CN(C)C
Net charge: 0



Version B
C3H9N | ωB97M-V/def2-TZVPD

Each line ends with the natural charge from an NBO analysis.
Element x y z (Å)
N 3.112 0.729 -1.592  -1.054
H 3.166 -0.001 -0.908  0.355
H 2.311 0.539 -2.186  0.352
H 2.794 1.545 -1.094  0.350
C -1.176 0.680 1.191  -0.651
C -0.965 -0.389 0.144  -0.171
C -1.583 -1.571 0.219  -0.402
H -0.395 0.687 1.951  0.218
H -2.118 0.524 1.711  0.217
H -1.181 1.634 0.667  0.216
H -0.445 -0.171 -0.783  0.190
H -1.497 -2.376 -0.497  0.199
H -2.023 -1.833 1.178  0.182

Computed properties:
HOMO-LUMO gap: 10.64 eV
Multiplicity: 1
SMILES: C=CC.N
Net charge: 0



Most stable: version B. Least stable: version A.